Record 1
This record from OMol25 describes one molecule with the formula C22H30N2O4S. The level of theory is ωB97M-V/def2-TZVPD.

Atoms and positions in Å:
C  4.440  2.241  1.854
H  4.861  1.393  2.391
O  3.134  1.849  1.497
C  2.443  2.626  0.625
C  2.708  3.959  0.340
C  1.888  4.653  -0.536
C  0.810  4.033  -1.139
C  0.555  2.695  -0.883
C  1.364  1.993  -0.010
N  1.159  0.606  0.211
S  2.485  -0.328  -0.264
O  2.948  -1.146  0.830
O  3.434  0.503  -0.945
C  1.725  -1.376  -1.497
C  1.137  -0.750  -2.581
C  0.514  -1.511  -3.551
C  0.477  -2.899  -3.447
C  1.088  -3.508  -2.358
C  1.714  -2.751  -1.381
H  2.189  -3.217  -0.533
H  1.074  -4.584  -2.269
C  -0.221  -3.710  -4.495
H  -1.298  -3.556  -4.428
H  -0.017  -4.770  -4.370
H  0.097  -3.404  -5.490
H  0.050  -1.029  -4.399
H  1.187  0.326  -2.650
C  0.545  0.251  1.483
H  -0.075  1.097  1.787
H  1.320  0.095  2.245
C  -0.321  -1.012  1.385
C  -1.274  -0.983  0.154
N  -2.638  -0.564  0.330
C  -2.896  0.809  0.696
C  -3.057  1.051  2.203
C  -4.129  0.119  2.762
C  -3.768  -1.328  2.441
C  -3.576  -1.489  0.928
H  -3.254  -2.505  0.697
H  -4.547  -1.318  0.443
H  -4.562  -1.999  2.774
H  -2.853  -1.608  2.967
H  -4.226  0.258  3.841
H  -5.091  0.361  2.303
H  -2.113  0.867  2.719
H  -3.335  2.094  2.371
H  -2.095  1.433  0.295
H  -3.835  1.104  0.206
H  -0.825  -0.339  -0.608
H  -1.291  -2.001  -0.244
O  0.453  -2.192  1.350
H  1.396  -1.958  1.311
H  -0.925  -1.062  2.302
H  -0.267  2.185  -1.363
H  0.176  4.582  -1.819
H  2.102  5.690  -0.747
H  3.547  4.460  0.795
H  5.042  2.445  0.965
H  4.428  3.120  2.509

Computed properties:
2S+1 ... 1
SMILES ... COc1ccccc1N(C[C@H](O)CN1CCCCC1)S(=O)(=O)c1ccc(C)cc1
HOMO ... -7.75 eV
Gap between HOMO and LUMO ... 8.50 eV
Energy relative to the best compared isomer or geometry (same formula, charge and spin) ... 213.5 kJ/mol
Total charge ... 0

Okay, here come the natural (NBO) numbers, in e, for every atom:
1. C -0.25
2. H 0.21
3. O -0.51
4. C 0.32
5. C -0.29
6. C -0.18
7. C -0.26
8. C -0.14
9. C 0.07
10. N -0.70
11. S 2.31
12. O -0.96
13. O -0.92
14. C -0.26
15. C -0.19
16. C -0.22
17. C 0.01
18. C -0.21
19. C -0.19
20. H 0.24
21. H 0.21
22. C -0.63
23. H 0.23
24. H 0.22
25. H 0.22
26. H 0.21
27. H 0.23
28. C -0.26
29. H 0.23
30. H 0.22
31. C 0.07
32. C -0.24
33. N -0.46
34. C -0.21
35. C -0.42
36. C -0.40
37. C -0.42
38. C -0.21
39. H 0.20
40. H 0.18
41. H 0.21
42. H 0.19
43. H 0.21
44. H 0.19
45. H 0.19
46. H 0.21
47. H 0.20
48. H 0.18
49. H 0.20
50. H 0.22
51. O -0.75
52. H 0.49
53. H 0.17
54. H 0.21
55. H 0.22
56. H 0.22
57. H 0.22
58. H 0.19
59. H 0.17



Record 2
This record from OMol25 describes a 4-piece molecular cluster, C30H54F4O12S2 overall at a distorted geometry. The level of theory is ωB97M-V/def2-TZVPD.

Atoms and positions in Å:
C  1.832  2.212  -2.292
C  2.192  2.419  -1.158
C  2.606  2.741  0.208
C  2.680  1.475  1.075
C  3.887  0.563  0.817
C  3.863  -0.233  -0.491
C  2.532  -0.942  -0.774
C  2.723  -1.881  -1.992
C  2.541  -1.160  -3.329
C  1.100  -1.123  -3.927
C  -0.011  -1.838  -3.152
C  -0.598  -1.025  -1.965
C  -2.099  -1.341  -1.843
C  -2.338  -2.728  -1.205
O  3.745  3.571  0.324
C  4.788  3.341  -0.570
S  4.907  4.594  -1.894
O  3.712  4.748  -2.649
O  5.998  4.157  -2.699
C  5.423  6.245  -1.172
F  4.450  7.089  -1.258
F  6.383  6.691  -1.942
F  5.900  6.150  0.037
C  1.434  3.576  0.832
O  0.276  2.845  0.778
C  -0.531  2.891  1.963
S  1.226  5.199  0.019
O  0.777  5.095  -1.306
O  2.340  6.029  0.253
F  0.032  5.789  0.875
H  1.307  1.913  -3.155
H  2.760  1.833  2.106
H  1.771  0.885  1.026
H  3.915  -0.171  1.622
H  4.813  1.130  0.923
H  4.126  0.356  -1.373
H  4.647  -0.987  -0.413
H  2.259  -1.511  0.116
H  1.782  -0.202  -1.032
H  2.157  -2.802  -1.897
H  3.772  -2.181  -1.947
H  2.910  -0.139  -3.243
H  3.191  -1.650  -4.053
H  0.771  -0.101  -4.116
H  1.158  -1.580  -4.914
H  -0.844  -1.945  -3.848
H  0.244  -2.854  -2.861
H  -0.494  0.028  -2.225
H  -0.129  -1.293  -1.023
H  -2.597  -1.288  -2.811
H  -2.531  -0.550  -1.226
H  -1.404  -3.284  -1.254
H  -3.113  -3.299  -1.714
H  -2.641  -2.613  -0.164
H  5.716  3.477  -0.011
H  4.843  2.352  -1.016
H  1.761  3.796  1.851
H  -1.530  3.202  1.661
H  -0.187  3.615  2.696
H  -0.624  1.882  2.357
O  -2.183  -3.524  1.564
C  -2.817  -4.448  2.001
O  -4.054  -4.670  1.528
C  -4.816  -5.840  1.837
C  -5.562  -5.690  3.146
C  -2.288  -5.307  3.125
H  -4.184  -6.730  1.820
H  -5.527  -5.949  1.019
H  -4.881  -5.561  3.985
H  -6.180  -6.566  3.340
H  -6.204  -4.808  3.116
H  -2.493  -4.814  4.074
H  -1.212  -5.406  2.999
H  -2.699  -6.314  3.147
O  4.033  9.180  -7.787
C  3.896  9.009  -6.607
O  4.001  7.768  -6.103
C  4.040  7.485  -4.699
C  2.651  7.377  -4.109
C  3.524  10.150  -5.686
H  4.660  8.216  -4.176
H  4.547  6.525  -4.609
H  2.101  8.316  -4.197
H  2.702  7.106  -3.057
H  2.074  6.618  -4.636
H  2.445  10.293  -5.718
H  4.013  11.051  -6.049
H  3.840  10.010  -4.655
O  -4.943  -6.953  6.099
C  -5.919  -7.627  6.286
O  -7.123  -7.148  5.925
C  -8.321  -7.931  5.931
C  -8.973  -7.944  7.297
C  -5.833  -8.959  6.995
H  -8.129  -8.936  5.551
H  -8.986  -7.450  5.215
H  -8.327  -8.403  8.046
H  -9.912  -8.497  7.267
H  -9.175  -6.926  7.628
H  -5.833  -8.788  8.070
H  -4.898  -9.435  6.710
H  -6.632  -9.651  6.738

Computed properties:
2S+1 ... 1
SMILES ... C#C[C@@](CCCCCCCCCCC)(OCS(=O)(=O)C(F)(F)F)[C@H](OC)S(=O)(=O)F.CCOC(C)=O.CCOC(C)=O.CCOC(C)=O
HOMO ... -9.69 eV
Gap between HOMO and LUMO ... 10.10 eV
Total charge ... 0

Mulliken population analysis, charges in e, atoms 1 to 99:
1. C 0.58
2. C -1.92
3. C 1.38
4. C -1.15
5. C -1.19
6. C -0.70
7. C 0.07
8. C -1.24
9. C -0.42
10. C -1.00
11. C -0.90
12. C 0.23
13. C -0.93
14. C -0.99
15. O -0.41
16. C -0.49
17. S 1.17
18. O -0.48
19. O -0.70
20. C 0.78
21. F -0.18
22. F -0.22
23. F -0.27
24. C -0.78
25. O -0.32
26. C -0.77
27. S 1.47
28. O -0.60
29. O -0.62
30. F -0.28
31. H 0.72
32. H 0.57
33. H 0.30
34. H 0.46
35. H 0.40
36. H 0.20
37. H 0.55
38. H 0.42
39. H -0.12
40. H 0.49
41. H 0.58
42. H -0.05
43. H 0.57
44. H 0.36
45. H 0.35
46. H 0.61
47. H 0.30
48. H 0.07
49. H 0.16
50. H 0.43
51. H 0.39
52. H 0.22
53. H 0.44
54. H 0.22
55. H 0.56
56. H -0.07
57. H 0.85
58. H 0.29
59. H 0.35
60. H 0.27
61. O -0.55
62. C 0.87
63. O -0.36
64. C -0.65
65. C -0.63
66. C -1.20
67. H 0.38
68. H 0.36
69. H 0.24
70. H 0.20
71. H 0.30
72. H 0.29
73. H 0.34
74. H 0.35
75. O -0.58
76. C 0.69
77. O -0.37
78. C -0.33
79. C -0.56
80. C -0.85
81. H 0.31
82. H 0.22
83. H 0.33
84. H 0.04
85. H 0.27
86. H 0.24
87. H 0.31
88. H 0.30
89. O -0.53
90. C 0.82
91. O -0.36
92. C -0.44
93. C -1.03
94. C -1.09
95. H 0.39
96. H 0.35
97. H 0.27
98. H 0.37
99. H 0.31



Record 3
This record from OMol25 describes C37H43N2OPdSSb as an isolated structure at a distorted geometry. The level of theory is ωB97M-V/def2-TZVPD.

Atoms and positions in Å:
Pd  -0.035  0.954  -0.219
N  -0.787  -1.205  -0.768
C  -2.193  -1.611  -0.840
C  -2.901  -0.945  -2.017
C  -3.270  0.528  -1.779
C  -2.387  1.548  -2.509
N  -1.386  2.162  -1.614
H  -0.318  -1.480  -1.636
H  -0.322  -1.690  0.002
H  -2.686  -1.343  0.100
H  -2.258  -2.700  -0.957
H  -3.810  -1.509  -2.220
H  -2.269  -1.032  -2.904
H  -3.235  0.740  -0.706
H  -4.299  0.677  -2.099
H  -3.024  2.336  -2.926
H  -1.866  1.070  -3.342
H  -1.884  2.763  -0.950
H  -0.784  2.770  -2.176
C  3.778  -2.433  0.374
C  4.503  -1.965  -0.850
C  5.611  -2.662  -1.327
C  6.253  -2.276  -2.489
C  5.788  -1.194  -3.218
C  4.684  -0.495  -2.771
C  4.085  -0.862  -1.581
Sb  2.504  0.440  -0.904
C  2.189  1.614  -2.710
C  1.060  1.226  -3.432
C  0.778  1.790  -4.663
C  1.635  2.752  -5.174
C  2.750  3.142  -4.454
C  3.051  2.584  -3.211
C  4.269  3.043  -2.476
C  3.457  1.685  0.582
C  4.643  1.257  1.167
C  5.268  2.035  2.129
C  4.694  3.236  2.512
C  3.501  3.650  1.943
C  2.864  2.887  0.968
C  1.618  3.402  0.316
H  4.463  -2.877  1.092
H  3.051  -3.200  0.095
H  3.242  -1.609  0.856
H  5.966  -3.520  -0.776
H  7.111  -2.828  -2.841
H  6.272  -0.888  -4.130
H  4.303  0.337  -3.341
H  0.409  0.451  -3.024
H  -0.089  1.483  -5.230
H  1.433  3.196  -6.136
H  3.419  3.884  -4.863
H  5.127  3.064  -3.143
H  4.503  2.387  -1.638
H  4.123  4.056  -2.102
H  5.097  0.326  0.855
H  6.201  1.711  2.566
H  5.174  3.857  3.252
H  3.063  4.591  2.239
H  1.184  4.224  0.884
H  0.841  2.592  0.226
H  1.847  3.761  -0.690
O  0.947  -0.209  1.641
S  1.489  0.622  2.788
C  0.874  -0.071  4.338
C  -0.447  -0.438  4.519
C  -0.891  -0.742  5.793
C  -0.019  -0.679  6.868
C  1.316  -0.367  6.666
C  1.767  -0.056  5.395
C  0.307  1.995  2.879
C  0.607  3.108  3.644
C  -0.320  4.134  3.731
C  -1.530  4.041  3.061
C  -1.824  2.923  2.298
C  -0.904  1.886  2.203
H  -1.124  -0.472  3.680
H  -1.920  -1.021  5.947
H  -0.378  -0.880  7.865
H  2.005  -0.367  7.495
H  2.799  0.210  5.224
H  1.540  3.158  4.184
H  -0.111  5.006  4.328
H  -2.255  4.834  3.159
H  -2.785  2.830  1.816
H  -1.200  0.942  1.714

Computed properties:
<S²> ... 2.0118
2S+1 ... 3
HOMO (spin up / spin down) ... -13.60 / -14.00 eV
Gap between HOMO and LUMO (spin up / spin down) ... 8.92 / 6.19 eV
Total charge ... +2

Okay, here come the natural (NBO) numbers, in e, for every atom:
1. Pd 0.82
2. N -0.84
3. C -0.22
4. C -0.41
5. C -0.42
6. C -0.22
7. N -0.85
8. H 0.39
9. H 0.41
10. H 0.20
11. H 0.21
12. H 0.24
13. H 0.20
14. H 0.20
15. H 0.24
16. H 0.21
17. H 0.20
18. H 0.39
19. H 0.41
20. C -0.63
21. C -0.06
22. C -0.19
23. C -0.16
24. C -0.19
25. C -0.25
26. C -0.26
27. Sb 1.38
28. C -0.42
29. C -0.18
30. C -0.25
31. C -0.17
32. C -0.19
33. C -0.03
34. C -0.65
35. C -0.41
36. C -0.16
37. C -0.22
38. C -0.16
39. C -0.21
40. C -0.06
41. C -0.56
42. H 0.24
43. H 0.24
44. H 0.20
45. H 0.23
46. H 0.24
47. H 0.24
48. H 0.23
49. H 0.19
50. H 0.23
51. H 0.24
52. H 0.23
53. H 0.25
54. H 0.21
55. H 0.24
56. H 0.22
57. H 0.24
58. H 0.24
59. H 0.23
60. H 0.25
61. H 0.11
62. H 0.24
63. O -1.02
64. S 1.28
65. C -0.17
66. C -0.23
67. C -0.18
68. C -0.17
69. C -0.19
70. C -0.23
71. C -0.22
72. C -0.24
73. C -0.12
74. C -0.21
75. C -0.19
76. C -0.30
77. H 0.22
78. H 0.23
79. H 0.24
80. H 0.24
81. H 0.23
82. H 0.24
83. H 0.23
84. H 0.24
85. H 0.23
86. H 0.22